Record 1
2 unconnected molecules or ions with the total composition C7H15N. Source: OMol25; level of theory: ωB97M-V/def2-TZVPD.

Structure (XYZ):
```
23
Properties=species:S:1:pos:R:3:forces:R:3
C 0.027215 1.793296 1.041095 -0.155 0.242 0.396
C 1.423872 1.217617 1.029333 0.956 0.705 0.201
C 1.882707 1.120167 -0.435919 0.891 0.357 0.004
C 0.782675 0.439066 -1.157740 0.385 -1.774 -1.680
N -1.937873 -0.577195 -0.702301 4.212 -3.375 -6.156
C -0.829282 -1.362323 -0.670470 -3.312 0.262 -0.617
C 0.453402 -0.876065 -0.883969 2.260 1.737 -0.053
C -1.061777 -2.750559 -0.151553 0.130 0.046 -0.355
H -0.512978 1.147209 0.358963 -0.524 0.561 0.521
H -0.445358 1.776953 2.015281 -0.135 -0.351 0.241
H -0.088554 2.834192 0.718499 0.477 -0.134 -0.297
H 1.432190 0.211925 1.450624 -0.186 -0.065 0.029
H 2.155274 1.796329 1.620416 -0.299 -0.079 -0.222
H 2.858420 0.631962 -0.513010 -0.085 -0.436 0.063
H 2.084820 2.124654 -0.824658 -0.353 -0.065 -0.062
H 0.352377 0.917501 -2.035576 -0.924 0.520 0.750
H -2.371471 0.349550 0.715933 -0.657 1.877 2.719
H -2.363650 -0.342717 0.231226 -2.463 0.165 3.387
H -1.768510 0.348015 -1.087415 0.004 -0.114 -0.035
H 1.316987 -1.495047 -0.628898 -0.312 -0.055 0.841
H -1.418034 -2.734948 0.882952 0.154 0.049 0.071
H -0.136085 -3.321253 -0.234720 -0.119 -0.100 0.230
H -1.836366 -3.248330 -0.738094 0.055 0.026 0.025
```
Forces are in eV/Å.

As for the HOMO-LUMO gap: 6.4 eV. As for the HOMO energy: -7.0 eV. The spin multiplicity is 1.



Record 2
A molecular structure, C40H40FN5O2S2Ti. Source: OMol25; level of theory: ωB97M-V/def2-TZVPD.

Structure (XYZ):
```
91
Properties=species:S:1:pos:R:3:forces:R:3
Ti 0.783978 -1.106187 0.432830 -1.567 2.309 2.387
O 2.997689 -0.517092 2.723797 -0.234 -0.456 0.050
C 3.781904 0.146319 1.823187 -0.131 -0.057 -0.070
C 4.053471 1.466098 2.131697 0.095 0.289 -0.059
C 4.829259 2.236941 1.285749 0.016 0.062 0.024
C 5.339372 1.695218 0.111024 -0.043 -0.071 -0.002
C 5.081364 0.367471 -0.178260 0.129 0.098 -0.086
C 4.329358 -0.436436 0.678061 0.093 -0.405 -0.176
C 4.142249 -1.846900 0.266416 -0.001 0.589 -0.175
N 3.691600 -2.751181 1.012344 0.051 -0.222 0.344
C 3.315591 -3.999065 0.413299 0.048 0.065 0.141
C 1.793575 -4.051654 0.400349 -0.640 0.057 0.064
N 1.265333 -2.890741 -0.356926 0.868 -1.605 -0.384
C 1.299613 -3.090626 -1.626883 0.123 0.393 -0.689
C 1.468636 -2.058351 -2.623774 -0.293 -0.486 -0.033
C 1.526113 -2.403685 -3.983662 -0.005 -0.157 -0.114
C 1.905797 -1.490463 -4.933412 0.050 0.163 0.009
C 2.271360 -0.191153 -4.525517 -0.057 -0.199 -0.235
C 2.214769 0.175454 -3.208101 -0.011 0.086 0.122
C 1.770217 -0.745218 -2.239118 0.105 0.375 0.354
O 1.670903 -0.376943 -0.984743 0.971 0.296 -1.424
H 3.592040 1.881262 3.016672 -0.009 0.004 -0.028
H 5.003667 3.279042 1.525404 -0.009 -0.028 -0.006
H 5.917978 2.304189 -0.573192 -0.011 -0.028 0.032
H 5.469001 -0.076860 -1.091761 -0.025 0.038 0.066
H 4.386246 -2.057688 -0.788443 -0.016 0.086 -0.038
H 3.660451 -4.824094 1.037299 0.093 -0.069 -0.010
H 3.703765 -4.124888 -0.608022 0.067 0.010 -0.083
H 1.425863 -4.020307 1.418360 -0.080 0.050 0.115
H 1.473379 -4.977498 -0.081466 -0.124 -0.096 0.004
H 1.326974 -4.123125 -1.973265 0.193 -0.063 -0.196
H 1.277953 -3.421750 -4.269283 0.014 0.046 -0.003
H 1.944047 -1.770483 -5.978119 0.002 0.030 0.017
H 2.597247 0.533728 -5.263579 -0.018 -0.050 0.004
H 2.474799 1.174856 -2.879151 -0.009 -0.098 0.002
C -3.810495 -1.652717 2.577171 0.008 0.038 0.035
C -2.675745 -0.624615 2.455446 -0.207 0.119 -0.019
C -2.494730 0.110139 3.788561 0.043 0.045 0.035
C -2.910186 0.340649 1.301605 0.051 0.004 0.080
C -3.933700 1.269273 1.438491 -0.065 -0.042 -0.044
C -4.167394 2.225657 0.466654 0.048 -0.088 0.002
C -3.345019 2.251575 -0.643432 0.048 -0.024 -0.053
C -2.322296 1.316778 -0.847922 -0.109 0.243 -0.095
C -1.548655 1.497878 -2.156146 0.117 -0.275 0.200
C -0.194161 2.180254 -1.939733 -0.046 0.065 -0.018
C -1.445261 0.227500 -3.004747 0.061 0.072 -0.125
C -2.112803 0.333681 0.132418 0.380 -0.176 0.234
N -1.175877 -0.771391 -0.021661 -1.182 -0.732 -0.294
C -1.919566 -1.922841 -0.367167 0.052 0.487 0.107
C -3.008307 -1.937031 -1.250785 -0.151 -0.184 -0.144
C -3.694164 -3.108259 -1.556757 0.085 0.093 0.043
C -3.340512 -4.318127 -0.972249 0.025 0.027 0.006
C -2.310148 -4.326431 -0.037944 -0.085 -0.096 -0.065
C -1.660396 -3.147329 0.240673 -0.216 -0.173 0.042
F -0.772833 -3.143585 1.261998 0.321 -0.087 0.157
H -3.560596 -2.411400 3.327067 -0.012 0.074 -0.042
H -4.023841 -2.160933 1.634650 0.071 0.007 -0.035
H -4.731577 -1.152210 2.899393 0.048 -0.055 -0.027
H -1.742802 -1.139957 2.276615 0.180 -0.181 -0.122
H -3.447237 0.502742 4.165881 0.069 -0.010 -0.045
H -1.794763 0.940732 3.677000 -0.042 -0.092 -0.005
H -2.098157 -0.585237 4.536267 -0.054 0.054 -0.055
H -4.547735 1.249152 2.335053 0.068 0.007 -0.059
H -4.968639 2.948998 0.576111 0.040 -0.015 0.004
H -3.498289 3.013255 -1.402287 -0.018 -0.027 0.017
H -2.147920 2.197387 -2.739255 -0.097 0.098 -0.063
H 0.510518 1.544753 -1.410030 -0.026 -0.018 0.061
H -0.312603 3.084747 -1.337464 -0.020 -0.017 -0.026
H 0.237829 2.467379 -2.907932 -0.039 -0.061 0.098
H -0.951280 -0.578887 -2.466430 0.012 0.046 -0.034
H -0.880504 0.425729 -3.922477 -0.008 0.023 0.061
H -2.438809 -0.126683 -3.294406 0.121 0.072 -0.054
H -3.321768 -0.998994 -1.687158 -0.058 -0.112 0.069
H -4.522581 -3.068265 -2.255259 0.028 0.012 0.022
H -3.876345 -5.230557 -1.206242 0.032 0.051 0.009
H -2.036283 -5.220429 0.511541 -0.011 0.059 -0.024
S 1.129735 -2.052292 3.499363 -0.138 0.165 -0.167
C 1.839004 -1.141788 2.325238 0.750 -0.284 0.476
C 0.907913 6.378626 1.201257 0.008 -0.044 -0.002
C 0.048204 5.188290 1.538278 0.228 -0.182 -0.062
C -1.268173 5.338109 1.952257 -0.025 0.067 0.005
C -1.938705 4.168457 2.256408 -0.013 -0.246 0.014
N -1.391260 2.965988 2.170504 0.188 0.092 0.065
C -0.109857 2.892180 1.750845 -0.130 0.286 -0.539
S 0.667430 1.342180 1.622858 0.255 0.262 0.299
N 0.624110 3.994623 1.424150 -0.236 -0.192 0.150
H 0.323608 7.298482 1.138441 0.004 -0.054 0.004
H 1.421205 6.207546 0.254476 -0.015 0.001 0.023
H 1.674549 6.505296 1.969013 -0.011 -0.005 -0.021
H -1.739905 6.309233 2.030990 0.013 -0.030 -0.006
H -2.977789 4.194500 2.581001 0.028 -0.022 -0.001
```
Forces are in eV/Å.

As for the HOMO-LUMO gap (alpha / beta): 6.2 / 6.3 eV. As for the HOMO energy (alpha / beta): -4.2 / -4.3 eV. The net charge is -1. The expectation value of S² is 0.76. The spin multiplicity is 2.



Record 3
A molecular structure, C8H13B. Source: OMol25; level of theory: ωB97M-V/def2-TZVPD.

Structure (XYZ):
```
22
Properties=species:S:1:pos:R:3:forces:R:3
B 0.214791 -1.353209 0.836906 0.994 4.324 -2.053
C -1.920374 -1.999223 1.965750 -0.848 -1.598 -1.268
C 2.061501 -2.273270 -0.844374 -0.448 0.510 -0.134
C -0.668945 -2.317250 1.530223 -0.683 -0.088 2.065
C 0.944853 -1.631319 -0.574370 -1.258 -0.413 2.182
C -0.687124 1.833451 -0.491808 1.372 0.417 -0.799
C 0.372997 1.535641 0.270262 -1.463 -2.138 0.140
C -0.462177 2.746779 -1.652647 -0.895 -1.312 0.687
C 0.222208 0.608692 1.429740 -1.271 -2.625 -1.975
H -2.612030 -2.718388 2.466630 0.996 0.417 -0.080
H -2.542847 -1.211829 1.475656 1.124 -0.057 0.689
H 2.308193 -2.355740 -1.849494 0.544 -0.484 -1.803
H 2.756888 -2.703504 -0.194353 0.868 -0.247 1.351
H -0.043695 -3.193564 1.850414 -1.238 0.275 0.023
H 0.306737 -1.484327 -1.434504 -0.148 0.709 -0.188
H -1.714612 1.513731 -0.339506 0.174 -0.056 0.526
H 1.357262 1.678867 -0.103079 0.729 0.758 -0.228
H 0.523350 3.058680 -1.715800 1.888 0.708 -0.076
H -1.099069 3.536054 -1.495050 -1.194 2.653 0.599
H -0.799523 2.480883 -2.610654 -0.289 -1.373 -1.415
H 1.029214 0.622615 2.121966 0.234 0.297 0.961
H -0.812542 0.821738 1.768667 0.811 -0.678 0.795
```
Forces are in eV/Å.

As for the HOMO-LUMO gap: 7.9 eV. As for the HOMO energy: -7.8 eV. The spin multiplicity is 1.